No. 1
The following is a DFT calculation (the ωB97M-V functional and the def2-TZVPD basis) of a molecular structure, C13H4Cl4O4SW at a distorted geometry.

Each line ends with the Löwdin charge.
Atoms and positions in Å:
W 0.084 -0.054 -1.188  1.6272
Cl 4.294 -4.421 -1.925  0.8230
C 2.855 -3.545 -2.018  -0.6648
C 1.603 -4.246 -2.010  -0.6650
Cl 1.597 -5.929 -1.910  0.8231
C 0.404 -3.556 -2.079  -0.6215
Cl -1.115 -4.325 -2.040  0.8313
C 0.451 -2.173 -2.228  -0.3411
O -0.689 -1.385 -2.245  -0.1811
C 1.690 -1.479 -2.234  -0.3419
O 1.615 -0.097 -2.257  -0.1799
C 2.895 -2.163 -2.094  -0.6213
Cl 4.345 -1.272 -2.072  0.8318
O 0.139 -0.166 3.020  0.3739
C -0.298 0.571 2.295  -0.0542
O 0.281 -0.411 0.476  -0.3726
C -0.995 1.751 1.929  -0.1458
C -1.390 2.368 3.142  0.0488
C -2.101 3.553 3.149  0.0133
C -2.432 4.146 1.946  0.0329
C -2.050 3.554 0.740  -0.0760
C -1.340 2.370 0.703  -0.4830
S -1.025 1.910 -1.001  0.7875
H -1.125 1.892 4.078  0.1491
H -2.388 3.996 4.093  0.1420
H -2.988 5.073 1.919  0.1435
H -2.318 4.037 -0.191  0.1206

The calculation puts the LUMO energy at -9.306 eV. As for the charge: +2. The calculation puts the HOMO energy at -15.3 eV.

---

No. 2
The following is a DFT calculation (the ωB97M-V functional and the def2-TZVPD basis) of a molecular structure, C13H4CuO11 at a distorted geometry.

Each line ends with the Löwdin charge.
Atoms and positions in Å:
Cu -31.300 -17.080 -0.835  0.6486
C -29.207 -21.009 -0.377  -0.0329
C -27.842 -21.268 0.172  -0.3640
C -26.958 -20.029 0.691  -0.3512
O -25.735 -20.330 0.980  -0.1465
C -27.508 -18.717 0.656  -0.0480
C -28.796 -18.566 0.234  -0.3432
C -29.667 -19.719 -0.333  -0.3604
O -30.745 -19.534 -1.018  -0.0728
O -29.270 -17.374 0.194  -0.0663
O -27.310 -22.381 0.298  -0.0882
H -29.724 -21.818 -0.872  0.0800
H -26.938 -17.904 1.082  0.0891
C -34.688 -18.877 1.438  -0.0161
C -35.927 -19.567 0.932  -0.3605
C -36.230 -19.507 -0.614  -0.4347
O -37.253 -19.989 -1.015  -0.0326
C -35.250 -18.886 -1.458  -0.0373
C -34.233 -18.169 -0.910  -0.3223
C -33.894 -18.176 0.541  -0.3577
O -32.732 -17.755 1.002  -0.1051
O -33.380 -17.610 -1.798  -0.1257
O -36.718 -20.114 1.702  -0.0731
H -34.488 -18.858 2.499  0.0751
H -35.426 -18.934 -2.523  0.0912
C -30.773 -14.740 -2.117  -1.1250
O -30.251 -13.788 -2.640  -0.0642
O -30.329 -15.807 -2.559  -0.0144
O -31.519 -14.859 -1.143  -0.0418

The calculation puts the LUMO energy (spin up / spin down) at 9.172 / 9.173 eV. As for the multiplicity: 2. As for the charge: -4. The calculation puts the HOMO energy (spin up / spin down) at 3.4 / 3.7 eV.

---

No. 3
The following is a DFT calculation (the ωB97M-V functional and the def2-TZVPD basis) of 13 unconnected molecules or ions with the total composition C13H52N26O13 at a distorted geometry.

Each line ends with the Löwdin charge.
Atoms and positions in Å:
C 5.781 1.067 2.223  -0.7524
O 4.629 0.697 2.458  0.0253
N 6.332 2.245 2.114  0.1459
N 6.804 0.248 2.057  0.1307
H 5.658 2.945 2.387  0.1265
H 7.288 2.395 1.823  0.1141
H 6.664 -0.720 2.308  0.1172
H 7.640 0.721 1.745  0.0978
C 7.630 -3.469 -1.297  -0.7553
O 7.587 -4.595 -1.790  0.0301
N 8.687 -2.782 -0.968  0.1321
N 6.660 -2.591 -1.235  0.1453
H 8.599 -1.799 -1.181  0.1045
H 9.640 -3.116 -0.929  0.1164
H 6.713 -1.734 -0.703  0.1013
H 5.738 -2.887 -1.523  0.1179
C -6.199 2.275 -1.528  -0.8305
O -6.121 1.142 -1.865  0.0534
N -7.186 2.824 -0.859  0.1614
N -5.485 3.168 -2.140  0.1533
H -7.873 2.174 -0.504  0.1191
H -7.187 3.757 -0.473  0.1104
H -5.816 4.109 -1.982  0.1094
H -4.770 2.806 -2.754  0.1231
C -0.372 0.136 0.832  -0.8094
O -0.422 0.935 1.732  0.0376
N 0.585 -0.726 0.619  0.1590
N -1.184 0.020 -0.171  0.1538
H 0.741 -1.131 -0.293  0.1116
H 1.343 -0.565 1.267  0.1187
H -1.115 -0.792 -0.768  0.1091
H -2.101 0.428 -0.276  0.1153
C -6.061 -4.979 -1.946  -0.7481
O -6.005 -6.128 -2.381  0.0073
N -6.522 -4.714 -0.717  0.1429
N -5.411 -3.981 -2.487  0.1588
H -6.655 -3.738 -0.490  0.0948
H -7.005 -5.372 -0.123  0.1104
H -4.907 -4.229 -3.326  0.1236
H -5.258 -3.151 -1.932  0.1101
C 1.653 -4.060 -3.329  -0.8767
O 0.764 -3.326 -3.046  0.0401
N 1.889 -4.444 -4.527  0.1786
N 2.432 -4.577 -2.463  0.1776
H 1.423 -4.027 -5.320  0.1256
H 2.452 -5.241 -4.788  0.1159
H 1.984 -4.513 -1.561  0.1246
H 3.055 -5.342 -2.676  0.1205
C -3.950 1.635 6.604  -0.7620
O -4.120 2.921 6.481  -0.0761
N -4.832 0.859 7.109  0.1798
N -2.842 1.130 6.265  0.1752
H -5.771 1.189 7.280  0.1292
H -4.669 -0.127 7.255  0.1155
H -2.682 0.152 6.068  0.1212
H -2.239 1.836 5.868  0.1278
C 4.172 -5.525 2.733  -0.8022
O 3.210 -5.574 2.052  0.0680
N 4.942 -6.550 2.985  0.1560
N 4.556 -4.434 3.409  0.1485
H 4.638 -7.476 2.719  0.1204
H 5.687 -6.526 3.666  0.1048
H 5.149 -4.642 4.199  0.0929
H 3.981 -3.604 3.442  0.1121
C -0.960 -0.176 -7.744  -0.8554
O -0.881 -1.211 -8.314  0.0651
N -0.582 0.878 -8.296  0.1700
N -1.339 -0.041 -6.484  0.1632
H -0.600 1.768 -7.818  0.1127
H 0.033 0.934 -9.095  0.1329
H -1.434 -0.868 -5.913  0.1134
H -1.157 0.815 -5.980  0.0984
C -1.968 6.621 3.900  -0.8371
O -1.226 7.279 3.219  0.0250
N -2.589 7.044 4.943  0.1719
N -2.227 5.383 3.625  0.1700
H -2.547 8.017 5.208  0.1236
H -3.017 6.399 5.591  0.1159
H -1.749 4.982 2.831  0.1186
H -2.727 4.816 4.294  0.1051
C 3.709 0.682 -4.702  -0.8666
O 3.751 -0.204 -5.439  0.0882
N 4.562 1.662 -4.795  0.1671
N 2.844 0.719 -3.709  0.1687
H 4.423 2.447 -4.174  0.1032
H 5.348 1.652 -5.430  0.1199
H 2.054 0.135 -3.945  0.1142
H 2.885 1.485 -3.052  0.1045
C -6.620 -0.798 3.545  -0.8948
O -7.200 0.229 3.439  0.0666
N -7.110 -1.809 4.100  0.1771
N -5.426 -0.979 3.088  0.1721
H -7.948 -1.632 4.636  0.1338
H -6.506 -2.595 4.295  0.1164
H -4.908 -1.714 3.547  0.1031
H -4.925 -0.202 2.681  0.1242
C 2.041 5.760 -0.841  -0.8097
O 2.588 5.251 -1.795  0.0269
N 1.968 6.993 -0.492  0.1527
N 1.470 5.058 0.111  0.1582
H 1.063 7.313 -0.178  0.1232
H 2.558 7.589 -1.056  0.1225
H 1.345 4.060 0.016  0.1182
H 1.060 5.631 0.835  0.1068

The calculation puts the LUMO energy at -0.108 eV. As for the charge: 0. The calculation puts the HOMO energy at -9.4 eV.

---

No. 4
The following is a DFT calculation (the ωB97M-V functional and the def2-TZVPD basis) of 13 unconnected molecules or ions with the total composition C13H52O13 at a distorted geometry.

Each line ends with the Löwdin charge.
Atoms and positions in Å:
C -1.563 -0.042 -3.791  -0.1584
O -0.225 0.351 -3.959  -0.1248
H -2.195 0.720 -4.251  0.0701
H -1.865 -0.176 -2.772  0.0361
H -1.783 -1.011 -4.251  0.0873
H 0.101 0.861 -3.186  0.0197
C 1.885 -0.599 4.270  -0.1318
O 1.224 -1.448 5.209  -0.1099
H 2.946 -0.487 4.496  0.0880
H 1.398 0.418 4.179  0.0760
H 1.776 -1.063 3.294  0.0594
H 1.229 -1.101 6.100  0.0965
C -3.699 2.641 -2.304  -0.1301
O -3.114 1.521 -1.696  -0.1159
H -4.120 2.377 -3.244  0.0829
H -2.959 3.366 -2.452  0.0580
H -4.434 3.102 -1.718  0.0637
H -2.781 1.755 -0.851  0.0224
C -0.929 -2.043 2.894  -0.1687
O 0.159 -2.891 3.170  -0.0978
H -1.766 -2.201 3.538  0.0790
H -1.231 -2.197 1.849  0.0627
H -0.665 -0.986 2.984  0.0569
H 0.512 -2.526 3.968  0.0040
C 0.067 2.390 2.879  -0.1414
O -0.710 3.417 3.529  -0.0909
H 1.115 2.328 3.177  0.0623
H -0.002 2.538 1.809  0.0639
H -0.373 1.438 3.123  0.0587
H -0.435 4.263 3.172  0.0759
C -0.017 2.240 -1.492  -0.1715
O 0.961 1.386 -1.864  -0.1066
H -0.708 1.836 -0.709  0.0656
H -0.630 2.610 -2.349  0.1113
H 0.479 3.093 -1.004  0.0875
H 1.557 1.274 -1.128  0.0464
C -0.619 -4.033 -0.970  -0.1448
O -0.698 -2.966 -1.899  -0.1432
H -1.044 -3.737 -0.028  0.0564
H 0.422 -4.223 -0.777  0.0691
H -1.012 -4.996 -1.211  0.0737
H -0.408 -2.181 -1.397  0.0198
C 0.963 -1.057 0.404  -0.1025
O -0.247 -0.766 -0.341  -0.1418
H 1.010 -0.482 1.329  0.0589
H 1.837 -0.752 -0.109  0.0416
H 1.115 -2.135 0.608  0.1002
H -0.836 -0.165 0.173  0.0513
C 3.321 1.436 1.652  -0.1325
O 2.243 1.827 0.844  -0.1633
H 3.112 1.600 2.698  0.0636
H 4.180 1.909 1.186  0.0894
H 3.340 0.325 1.544  0.0954
H 2.009 2.713 1.185  0.0836
C -2.899 0.633 2.233  -0.1357
O -1.977 0.767 1.221  -0.1585
H -2.598 1.062 3.144  0.0662
H -3.155 -0.451 2.253  0.1040
H -3.777 1.240 1.951  0.1029
H -1.802 1.705 1.179  0.0635
C 4.362 0.749 -1.996  -0.1264
O 4.667 0.470 -3.392  -0.1279
H 3.667 0.010 -1.553  0.0701
H 3.853 1.685 -1.823  0.0638
H 5.310 0.717 -1.374  0.0949
H 4.941 1.300 -3.834  0.1078
C 1.796 -1.672 -3.408  -0.1691
O 2.374 -0.776 -4.356  -0.1285
H 2.661 -2.205 -3.039  0.0694
H 1.139 -2.483 -3.805  0.0911
H 1.288 -1.169 -2.573  0.0450
H 3.247 -0.548 -4.006  0.0173
C -3.207 -1.718 -0.558  -0.1639
O -4.413 -2.410 -0.258  -0.1049
H -2.509 -2.020 0.213  0.0416
H -3.261 -0.665 -0.492  0.0377
H -2.768 -1.945 -1.576  0.1002
H -4.868 -1.785 0.340  0.0781

The calculation puts the LUMO energy at -0.434 eV. As for the charge: 0. The calculation puts the HOMO energy at -8.6 eV.

---

No. 5
The following is a DFT calculation (the ωB97M-V functional and the def2-TZVPD basis) of a molecular structure, C13H52O13Rb at a distorted geometry.

Each line ends with the Löwdin charge.
Atoms and positions in Å:
Rb -0.417 0.227 -0.314  0.9555
C -3.976 -1.551 1.667  -0.1195
O -2.578 -1.182 1.597  -0.2137
H -4.135 -2.166 2.544  0.0876
H -4.702 -0.670 1.557  0.0961
H -4.112 -2.243 0.788  0.0925
H -2.397 -0.737 2.468  0.0600
C 3.537 -1.391 -2.418  -0.0519
O 2.514 -2.005 -3.297  -0.1453
H 3.619 -0.348 -2.751  0.0595
H 3.278 -1.560 -1.413  0.0508
H 4.503 -1.881 -2.688  0.1072
H 2.936 -2.450 -4.033  0.0943
C -0.770 4.377 0.575  -0.1159
O -0.323 2.991 0.704  -0.2607
H -1.230 4.758 1.467  0.0717
H 0.155 4.917 0.286  0.0871
H -1.451 4.509 -0.288  0.0911
H 0.340 2.994 1.430  0.0299
C 2.903 3.992 2.198  -0.1154
O 1.770 3.211 2.515  -0.1291
H 3.702 3.690 2.863  0.0897
H 3.070 3.954 1.119  0.0787
H 2.720 5.041 2.394  0.0806
H 1.852 2.924 3.431  0.1037
C -3.915 0.174 -1.527  -0.1561
O -2.751 0.852 -1.959  -0.1880
H -4.764 0.850 -1.261  0.0870
H -4.286 -0.533 -2.245  0.0818
H -3.787 -0.365 -0.573  0.0541
H -2.940 1.150 -2.865  0.1027
C 5.214 2.388 -2.393  -0.1140
O 3.839 2.319 -1.966  -0.1417
H 5.603 3.380 -2.122  0.0831
H 5.839 1.640 -1.881  0.0779
H 5.291 2.213 -3.515  0.1080
H 3.722 2.712 -1.116  0.0562
C -0.723 -4.377 1.547  -0.0963
O -0.364 -2.971 1.516  -0.1602
H -1.044 -4.683 0.567  0.0635
H 0.170 -4.867 1.841  0.0689
H -1.477 -4.750 2.255  0.0897
H -1.185 -2.479 1.291  0.0416
C 2.877 -0.851 1.559  -0.1311
O 1.481 -0.934 1.866  -0.1958
H 3.388 -1.799 1.566  0.0801
H 2.986 -0.331 0.600  0.0659
H 3.316 -0.287 2.368  0.0733
H 1.093 -1.836 1.791  0.0474
C 2.126 -4.836 -1.035  -0.1023
O 1.447 -3.606 -1.312  -0.1481
H 2.316 -5.478 -1.904  0.0874
H 3.053 -4.699 -0.470  0.0817
H 1.434 -5.411 -0.402  0.0769
H 1.835 -3.147 -2.073  0.0363
C -1.869 -3.262 -1.840  -0.1456
O -0.911 -2.397 -1.288  -0.2362
H -1.425 -4.255 -2.165  0.1088
H -2.616 -3.499 -1.076  0.0688
H -2.358 -2.776 -2.709  0.0862
H -0.085 -2.837 -1.244  -0.0130
C -3.752 2.882 1.037  -0.1303
O -4.649 2.166 1.893  -0.1248
H -3.734 3.929 1.408  0.0921
H -2.716 2.468 1.087  0.0665
H -4.068 2.838 -0.031  0.0882
H -5.272 1.682 1.350  0.0670
C 1.427 0.840 -3.988  -0.1091
O 1.191 1.094 -2.586  -0.2312
H 0.508 0.447 -4.381  0.0837
H 1.644 1.702 -4.575  0.0788
H 2.226 0.112 -3.980  0.0444
H 2.001 1.576 -2.319  0.0404
C -2.519 1.660 4.424  -0.0872
O -2.701 0.483 3.639  -0.1499
H -3.510 2.082 4.577  0.0888
H -2.156 1.262 5.335  0.0749
H -1.856 2.364 3.887  0.0893
H -3.398 0.600 2.993  0.0349

The calculation puts the LUMO energy at -1.875 eV. As for the charge: +1. The calculation puts the HOMO energy at -12.1 eV.

---

No. 6
The following is a DFT calculation (the ωB97M-V functional and the def2-TZVPD basis) of a molecular structure, C13H54AlFN3O12Si at a distorted geometry.

Each line ends with the Löwdin charge.
Atoms and positions in Å:
C -5.491 -1.541 -2.272  -0.1311
C -4.105 -1.613 -3.018  -0.2872
C -2.892 -1.888 -2.050  -0.3371
F -1.634 -2.068 -2.758  -0.1665
Al -2.793 -0.419 -0.579  0.3506
C -3.967 -1.054 0.999  -0.2688
C -3.243 -0.960 2.409  -0.2855
C -2.990 -2.450 2.925  -0.2026
C -1.716 -2.419 3.887  -0.2152
N -1.493 -3.795 4.397  0.0020
C -0.507 -4.519 3.663  -0.5035
N 0.253 -5.359 4.289  0.0910
N -0.325 -4.385 2.217  0.0862
C -0.816 -0.250 -0.099  -0.2084
C -0.175 1.192 -0.466  -0.3310
O 0.948 1.367 0.427  -0.2616
Si 0.969 2.889 1.199  0.4575
C 2.065 2.655 2.782  -0.1722
C -0.717 3.511 1.826  -0.1748
C 1.812 4.276 0.194  -0.1876
H -5.607 -2.414 -1.571  0.0718
H -6.290 -1.595 -3.059  0.0652
H -5.642 -0.585 -1.706  0.0602
H -4.175 -2.493 -3.725  0.1015
H -3.927 -0.701 -3.634  0.0633
H -3.126 -2.858 -1.510  0.0865
H -3.318 0.979 -1.141  -0.0527
H -4.895 -0.416 0.997  0.0374
H -4.278 -2.118 0.818  0.0333
H -2.305 -0.351 2.407  0.0688
H -3.970 -0.523 3.157  0.0958
H -2.833 -3.136 2.055  0.0824
H -3.872 -2.832 3.494  0.1076
H -0.863 -2.016 3.280  0.1044
H -2.002 -1.706 4.706  0.1220
H -1.282 -3.795 5.394  0.1100
H 0.875 -5.765 3.582  0.0209
H 0.185 -3.532 1.995  0.0759
H -1.219 -4.415 1.729  0.0660
H -0.610 -0.446 0.995  0.0392
H -0.192 -0.992 -0.684  0.0288
H 0.155 1.092 -1.543  0.0999
H -0.931 2.017 -0.455  0.0751
H 2.890 1.958 2.479  -0.0007
H 2.431 3.635 3.206  0.0113
H 1.420 2.072 3.502  0.0431
H -1.505 2.716 1.852  0.0350
H -0.627 4.030 2.812  0.0322
H -1.089 4.282 1.085  0.0397
H 1.312 4.439 -0.786  0.0213
H 2.903 4.005 0.091  0.0384
H 1.814 5.207 0.832  0.0403
O -5.147 0.792 -5.164  -0.0604
H -4.465 0.500 -5.782  0.0187
H -5.807 1.216 -5.722  0.0275
O 2.101 5.674 4.260  -0.0598
H 2.937 6.086 4.017  0.0383
H 1.772 6.224 4.978  0.0357
O 1.392 -0.828 -2.871  -0.0541
H 0.535 -1.265 -2.986  0.0305
H 1.408 -0.598 -1.932  0.0256
O -2.038 0.171 -5.374  -0.0544
H -1.525 -0.312 -4.714  0.0261
H -1.916 1.096 -5.133  0.0449
O 3.602 -0.664 2.689  -0.0663
H 3.090 -0.068 2.129  0.0099
H 4.229 -0.086 3.133  0.0250
O 3.330 1.617 -3.379  -0.0722
H 4.010 1.325 -3.997  -0.0181
H 2.767 0.840 -3.281  -0.0111
O 3.573 -5.394 3.129  -0.0655
H 4.144 -4.926 3.746  0.0316
H 3.023 -4.700 2.748  0.0256
O 4.642 -0.982 -2.580  -0.0641
H 3.784 -1.411 -2.696  0.0192
H 4.663 -0.754 -1.644  -0.0008
O 5.553 0.015 0.111  -0.0431
H 5.848 0.865 -0.234  0.0504
H 6.184 -0.188 0.808  0.0424
O 2.633 5.400 -2.438  -0.0676
H 3.323 4.741 -2.583  0.0389
H 2.814 6.078 -3.097  0.0326
O 5.611 1.229 -5.415  -0.0509
H 5.897 0.398 -5.015  0.0432
H 5.422 0.996 -6.330  0.0441

The calculation puts the LUMO energy at 1.929 eV. As for the charge: -1. The calculation puts the HOMO energy at -4.9 eV.